{"formula": "C9H25ClI2NOP2Re", "method": "ωB97M-V/def2-TZVPD", "multiplicity": 4, "e_tot_ev": -62676.3431, "total_charge": 3, "symbols": ["I", "I", "Re", "P", "C", "C", "H", "H", "H", "H", "H", "H", "C", "H", "H", "H", "P", "C", "C", "H", "H", "H", "C", "H", "H", "H", "H", "H", "H", "Cl", "C", "N", "C", "C", "O", "H", "H", "H", "H", "H", "H", "H"], "xyz": [[-1.489, 1.794, -2.062], [-3.910, 0.353, -1.808], [-0.258, 0.023, -0.028], [-0.492, -1.865, -1.277], [-1.418, -1.466, -2.805], [1.100, -2.700, -1.737], [0.932, -3.590, -2.354], [-1.144, -4.248, -1.584], [1.621, -2.985, -0.809], [-1.174, -3.828, 0.077], [-1.238, -0.420, -3.086], [1.724, -1.986, -2.294], [-1.404, -3.426, -0.905], [-1.129, -2.087, -3.650], [-2.481, -3.346, -0.953], [-2.508, -1.505, -2.651], [-1.785, 0.675, 1.554], [-3.029, 1.906, 0.966], [-2.895, -0.156, 2.797], [-0.213, 0.858, 3.430], [-1.429, 2.194, 3.460], [-0.074, 2.237, 2.267], [-0.771, 1.589, 2.820], [-2.405, -1.000, 3.286], [-3.199, 0.495, 3.632], [-3.317, 2.637, 1.734], [-3.920, 1.415, 0.551], [-3.828, -0.535, 2.385], [-2.601, 2.459, 0.119], [0.557, -1.388, 1.728], [3.390, 0.803, 0.945], [3.376, 1.697, -0.247], [4.671, 1.991, -0.837], [2.221, 1.841, -0.960], [1.217, 1.147, -0.713], [4.405, 0.644, 1.335], [2.917, -0.169, 0.675], [2.786, 1.264, 1.730], [5.098, 0.988, -0.999], [4.682, 2.551, -1.790], [5.248, 2.599, -0.129], [2.169, 2.539, -1.811]]}



{"formula": "C9H25NSb", "method": "ωB97M-V/def2-TZVPD", "multiplicity": 1, "e_tot_ev": -17762.6939, "total_charge": -1, "symbols": ["C", "C", "Sb", "C", "C", "N", "C", "C", "C", "C", "C", "H", "H", "H", "H", "H", "H", "H", "H", "H", "H", "H", "H", "H", "H", "H", "H", "H", "H", "H", "H", "H", "H", "H", "H", "H"], "xyz": [[-0.664, -1.136, -3.145], [0.723, -1.137, -2.479], [0.702, -0.496, -0.356], [1.863, -2.289, 0.328], [3.232, -1.942, 0.917], [3.204, -1.010, 2.044], [-0.386, 1.386, -0.923], [-0.714, 2.285, 0.265], [-2.024, 1.997, 1.052], [-2.996, 1.041, 0.369], [-1.780, 1.515, 2.483], [-0.801, -2.034, -3.750], [-1.451, -1.135, -2.389], [-0.800, -0.291, -3.816], [1.105, -2.158, -2.487], [1.425, -0.557, -3.076], [-0.821, -1.388, -0.166], [0.610, 0.044, 1.337], [2.261, 0.348, -0.598], [1.976, -2.991, -0.498], [1.263, -2.776, 1.103], [3.720, -2.863, 1.252], [3.845, -1.486, 0.141], [3.197, -0.058, 1.702], [2.346, -1.126, 2.571], [-1.244, 1.198, -1.563], [0.343, 1.918, -1.539], [0.118, 2.238, 0.971], [-0.757, 3.327, -0.064], [-2.557, 2.946, 1.144], [-3.913, 1.003, 0.959], [-2.599, 0.032, 0.300], [-3.251, 1.396, -0.627], [-1.529, 0.459, 2.506], [-0.965, 2.058, 2.960], [-2.682, 1.684, 3.074]]}



{"formula": "C9H27BN6O6S", "method": "ωB97M-V/def2-TZVPD", "de_lowest_kcal_mol": 0.0, "multiplicity": 1, "total_charge": 0, "symbols": ["C", "N", "C", "B", "O", "O", "S", "O", "O", "C", "C", "C", "C", "C", "N", "H", "H", "H", "H", "H", "H", "H", "H", "H", "H", "H", "H", "H", "H", "H", "H", "H", "H", "H", "C", "O", "N", "N", "H", "H", "H", "H", "C", "O", "N", "N", "H", "H", "H", "H"], "xyz": [[-1.508, 2.265, -1.488], [-0.353, 2.517, -2.356], [-0.533, 3.607, -3.313], [0.321, 1.374, -2.828], [1.025, 1.344, -4.000], [0.228, 0.222, -1.988], [0.109, -1.279, -2.505], [-0.738, -1.274, -3.679], [1.650, -1.439, -3.028], [2.433, -2.377, -2.246], [2.573, -1.949, -0.795], [3.076, -0.510, -0.625], [3.553, -0.151, 0.792], [2.475, 0.551, 1.622], [1.244, -0.235, 1.768], [-1.169, 1.959, -0.496], [-2.085, 3.183, -1.360], [-2.171, 1.490, -1.883], [-1.029, 4.443, -2.815], [0.435, 3.957, -3.672], [-1.130, 3.315, -4.186], [1.911, 0.969, -3.954], [3.400, -2.419, -2.748], [1.977, -3.369, -2.324], [1.603, -2.097, -0.309], [3.268, -2.640, -0.304], [2.292, 0.195, -0.909], [3.895, -0.364, -1.340], [3.906, -1.046, 1.320], [4.404, 0.534, 0.726], [2.885, 0.764, 2.615], [2.254, 1.517, 1.151], [0.422, 0.283, 1.484], [1.275, -1.082, 1.219], [-1.513, -2.729, 4.385], [-1.817, -3.694, 5.065], [-0.285, -2.593, 3.802], [-2.383, -1.700, 4.143], [-0.014, -1.800, 3.246], [0.371, -3.336, 3.949], [-3.298, -1.773, 4.544], [-2.155, -0.911, 3.567], [-3.391, 0.569, 1.326], [-2.307, 0.067, 1.574], [-4.106, 0.249, 0.206], [-3.971, 1.498, 2.146], [-4.995, 0.654, -0.017], [-3.706, -0.430, -0.415], [-3.469, 1.752, 2.975], [-4.860, 1.921, 1.959]]}



{"formula": "C9H27ClIOP2STi", "method": "ωB97M-V/def2-TZVPD", "multiplicity": 2, "e_tot_ev": -84952.7855, "total_charge": 2, "symbols": ["C", "I", "H", "H", "H", "Ti", "P", "C", "C", "H", "H", "H", "H", "H", "H", "C", "H", "H", "H", "P", "C", "C", "H", "H", "H", "C", "H", "H", "H", "H", "H", "H", "Cl", "C", "S", "C", "O", "H", "H", "H", "H", "H", "H"], "xyz": [[-1.521, 2.696, 0.700], [0.378, 2.150, 2.275], [-2.395, 3.051, 0.167], [-1.745, 3.006, 1.714], [-1.583, 1.610, 0.562], [-1.283, -2.238, -0.121], [-0.095, 3.675, -0.032], [-0.532, 5.292, 0.728], [1.610, 3.018, -0.457], [2.335, 3.775, -0.783], [-0.076, 4.672, -2.237], [1.451, 2.363, -1.320], [-0.145, 2.899, -2.296], [0.239, 5.673, 1.391], [2.054, 2.407, 0.334], [-0.547, 3.787, -1.784], [-0.802, 6.063, 0.004], [-1.627, 3.820, -1.933], [-1.425, 5.182, 1.354], [0.570, -3.548, -0.359], [0.031, -4.231, 1.227], [-0.662, -4.236, -1.536], [2.512, -3.530, -1.713], [2.355, -5.089, -0.820], [2.924, -3.607, 0.019], [2.225, -3.993, -0.749], [-0.526, -3.891, -2.568], [-0.516, -5.322, -1.527], [0.324, -5.282, 1.173], [-1.063, -4.142, 1.387], [-1.731, -4.021, -1.244], [0.527, -3.745, 2.077], [-0.511, -0.475, -1.235], [-1.050, -1.568, 4.043], [-2.542, -1.518, 2.998], [-2.597, 0.251, 2.850], [-1.915, -1.963, 1.575], [-1.472, -1.432, 5.044], [-0.345, -0.771, 3.788], [-0.569, -2.549, 3.941], [-1.574, 0.636, 2.662], [-3.204, 0.543, 1.995], [-2.968, 0.680, 3.790]]}



{"formula": "C9H27F2K2NO16P3S2", "method": "ωB97M-V/def2-TZVPD", "de_lowest_kcal_mol": 0.0, "multiplicity": 1, "total_charge": 1, "symbols": ["K", "K", "N", "S", "O", "O", "F", "S", "O", "O", "F", "C", "O", "P", "O", "O", "C", "O", "C", "H", "H", "H", "H", "H", "H", "H", "H", "H", "C", "O", "P", "O", "O", "C", "O", "C", "H", "H", "H", "H", "H", "H", "H", "H", "H", "C", "O", "P", "O", "O", "C", "O", "C", "H", "H", "H", "H", "H", "H", "H", "H", "H"], "xyz": [[-7.660, -11.690, -4.854], [-11.656, -5.426, -5.992], [-10.763, -7.742, -4.878], [-9.383, -8.016, -5.828], [-8.980, -9.419, -6.088], [-8.344, -6.931, -5.811], [-10.072, -7.726, -7.294], [-10.050, -8.007, -3.535], [-9.418, -6.850, -2.914], [-9.517, -9.340, -3.377], [-11.452, -8.046, -2.803], [-5.359, -6.679, -6.337], [-5.729, -6.708, -4.952], [-5.700, -8.001, -3.942], [-6.407, -9.205, -4.518], [-4.153, -8.334, -3.487], [-3.306, -7.220, -3.271], [-6.301, -7.374, -2.565], [-6.341, -8.248, -1.373], [-5.036, -7.666, -6.669], [-4.423, -6.180, -6.586], [-6.033, -6.280, -7.095], [-3.547, -6.361, -3.897], [-2.266, -7.537, -3.345], [-3.439, -6.829, -2.263], [-7.174, -8.929, -1.201], [-6.207, -7.496, -0.595], [-5.491, -8.929, -1.430], [-6.094, -3.338, -8.763], [-7.430, -3.670, -8.481], [-8.097, -3.341, -6.985], [-9.527, -3.790, -6.756], [-7.783, -1.763, -6.748], [-8.676, -0.757, -7.038], [-6.945, -4.036, -6.058], [-7.216, -4.113, -4.705], [-5.655, -2.470, -8.271], [-6.090, -3.095, -9.825], [-5.531, -4.268, -8.681], [-8.218, 0.009, -7.663], [-8.784, -0.146, -6.142], [-9.642, -1.050, -7.450], [-7.557, -5.120, -4.463], [-7.800, -3.340, -4.205], [-6.207, -4.210, -4.304], [-7.747, -6.358, -10.042], [-6.409, -6.482, -9.449], [-5.320, -7.633, -9.977], [-4.124, -7.578, -9.086], [-6.121, -9.087, -10.096], [-6.468, -9.754, -8.884], [-5.226, -7.165, -11.508], [-4.592, -5.940, -11.900], [-7.807, -5.399, -10.556], [-8.400, -6.352, -9.169], [-8.114, -7.136, -10.712], [-5.960, -9.263, -8.054], [-6.029, -10.750, -8.830], [-7.525, -9.921, -8.681], [-4.170, -5.345, -11.090], [-5.294, -5.462, -12.583], [-3.700, -6.361, -12.363]]}



{"formula": "C9H27F3NO8", "method": "ωB97M-V/def2-TZVPD", "de_lowest_kcal_mol": 41.8, "multiplicity": 1, "total_charge": -3, "symbols": ["N", "H", "H", "H", "H", "O", "H", "C", "O", "O", "C", "F", "F", "F", "C", "C", "H", "H", "H", "H", "H", "H", "O", "C", "C", "O", "H", "H", "H", "H", "C", "O", "H", "H", "H", "H", "C", "O", "H", "H", "H", "H", "C", "O", "H", "H", "H", "H"], "xyz": [[0.631, 0.177, 0.189], [0.186, 0.930, -0.317], [1.608, 0.040, -0.023], [0.151, -0.693, 0.007], [0.612, 0.332, 1.187], [3.127, -0.840, 0.368], [3.539, -0.093, -0.109], [-0.486, 0.045, 3.663], [-0.831, 1.148, 2.775], [0.621, -0.456, 3.000], [-0.226, 0.494, 5.128], [-0.008, -0.576, 5.906], [0.888, 1.261, 5.325], [-1.309, 1.063, 5.700], [-2.280, 1.410, 2.704], [-2.409, 2.691, 1.876], [-3.409, 2.860, 1.476], [-1.984, 3.513, 2.453], [-1.747, 2.593, 1.016], [-2.834, 1.472, 3.641], [-2.897, 0.725, 2.123], [-1.328, -0.643, 3.597], [2.236, -4.049, -0.538], [1.077, -3.926, -1.373], [-0.341, -3.488, -0.854], [-0.363, -2.421, 0.101], [1.034, -4.922, -1.813], [1.430, -3.280, -2.177], [-0.864, -4.346, -0.430], [-0.989, -3.193, -1.679], [0.232, 3.581, -0.982], [0.138, 2.236, -1.376], [-0.606, 4.192, -1.316], [0.143, 3.570, 0.104], [1.160, 4.002, -1.369], [-0.229, 2.105, -2.253], [-1.892, -0.671, -3.244], [-1.587, -0.411, -1.861], [-2.213, 0.275, -3.679], [-0.885, -0.837, -3.625], [-2.619, -1.451, -3.468], [-1.361, -1.250, -1.454], [2.487, -0.477, -2.968], [3.858, -0.854, -2.826], [2.249, 0.529, -2.625], [2.189, -0.723, -3.987], [1.826, -1.096, -2.362], [4.277, -0.545, -3.633]]}